<i>
# C4H13N3O

2 unconnected molecules or ions with the total composition C4H13N3O (ωB97M-V with the def2-TZVPD basis set, the Open Molecules 2025 dataset).

Last column: Löwdin charge in e.
Atoms and positions in Å:
H  2.05  -1.03  1.34  0.07
N  1.03  -0.93  1.24  0.05
C  0.45  -1.90  0.61  -0.43
C  -0.95  -1.77  1.48  -0.03
N  1.02  -3.11  0.42  0.11
H  -1.62  -2.37  0.87  0.04
H  -1.33  -0.76  1.49  0.05
H  -0.89  -2.18  2.48  0.07
H  2.01  -3.25  0.56  0.10
H  0.47  -3.90  0.11  0.09
C  -0.61  1.01  -1.67  -0.10
N  0.23  1.74  -0.74  -0.30
C  0.14  3.17  -0.95  -0.11
O  -0.26  1.49  0.59  -0.11
H  -0.51  -0.06  -1.46  0.06
H  -0.25  1.20  -2.68  0.08
H  -1.67  1.28  -1.59  0.08
H  0.74  3.67  -0.18  0.08
H  0.56  3.40  -1.93  0.08
H  -0.89  3.55  -0.89  0.08
H  0.29  0.75  0.91  0.02

## Properties
molar mass	119.17	g/mol
structure (SMILES)	[H]/N=C(/C)N.CN(C)O
gap between HOMO and LUMO	0.32071	Eh

=====

<ii>
# C4H13N3O

2 unconnected molecules or ions with the total composition C4H13N3O (ωB97M-V with the def2-TZVPD basis set, the Open Molecules 2025 dataset).

Last column: Löwdin charge in e.
Atoms and positions in Å:
N  -1.97  -1.66  -1.24  0.07
C  -1.31  -0.97  -2.27  -0.29
N  -0.55  0.03  -2.19  0.02
C  -0.10  0.52  -0.91  -0.27
C  1.30  0.02  -0.54  -0.17
C  1.46  -0.31  0.96  -0.29
N  2.02  0.78  1.76  -0.02
H  -1.86  -2.66  -1.31  0.08
H  -1.72  -1.32  -0.32  0.06
H  -1.57  -1.37  -3.25  0.11
H  -0.17  1.61  -0.86  0.11
H  -0.73  0.25  -0.05  0.05
H  2.12  0.70  -0.80  0.10
H  1.50  -0.87  -1.15  0.10
H  2.12  -1.15  1.13  0.10
H  0.48  -0.54  1.37  0.09
H  1.42  1.58  1.86  0.05
H  2.96  1.03  1.47  0.06
O  -1.63  1.49  1.77  -0.05
H  -1.27  1.08  2.57  0.05
H  -2.52  1.75  1.99  0.04

## Properties
molar mass	119.17	g/mol
structure (SMILES)	N/C=N\CCCN.O
gap between HOMO and LUMO	0.34495	Eh

=====

Energies relative to the most stable structure are <i> 63.0; <ii> 0.0, reported in kcal/mol.

=====

<i>
# C4H13N3O

3 unconnected molecules or ions with the total composition C4H13N3O (ωB97M-V with the def2-TZVPD basis set, the Open Molecules 2025 dataset).

Last column: Löwdin charge in e.
Atoms and positions in Å:
C  0.90  0.33  3.01  -0.06
N  0.23  0.34  1.93  -0.09
N  -0.92  1.02  1.85  -0.14
C  -1.86  0.59  0.83  -0.09
H  0.59  0.85  3.92  0.06
H  1.84  -0.20  3.01  0.05
H  -1.33  1.35  2.72  0.12
H  -1.30  0.34  -0.07  0.05
H  -2.44  -0.29  1.14  0.08
H  -2.53  1.42  0.60  0.08
C  2.11  0.41  -1.02  -0.18
N  1.86  -0.74  -0.48  0.05
H  1.81  1.35  -0.54  0.07
H  3.01  0.49  -1.62  0.06
H  1.19  -0.66  0.30  0.01
C  -0.79  -1.36  -2.74  -0.18
O  -0.18  -0.51  -1.81  -0.25
H  -1.52  -1.97  -2.20  0.08
H  -1.35  -0.79  -3.49  0.07
H  -0.07  -2.03  -3.24  0.08
H  0.75  0.06  -2.09  0.13

## Properties
molar mass	119.17	g/mol
structure (SMILES)	C=NNC.C=N.CO
gap between HOMO and LUMO	0.34610	Eh

=====

<ii>
# C4H13N3O

2 unconnected molecules or ions with the total composition C4H13N3O (ωB97M-V with the def2-TZVPD basis set, the Open Molecules 2025 dataset).

Last column: Löwdin charge in e.
Atoms and positions in Å:
H  -0.08  2.63  0.24  0.04
N  0.47  1.99  0.83  0.10
C  0.04  0.77  0.70  -0.48
N  0.56  -0.19  1.52  0.10
C  -1.32  0.40  -0.06  -0.37
C  -2.51  1.13  0.55  -0.05
O  -1.53  -1.00  -0.01  -0.06
H  0.81  -1.02  0.98  0.05
H  1.42  0.17  1.95  0.10
H  -1.20  0.69  -1.10  0.14
H  -3.29  1.26  -0.20  0.08
H  -2.95  0.58  1.39  0.09
H  -2.27  2.12  0.94  0.07
H  -1.39  -1.25  0.93  0.09
C  1.99  -0.66  -1.45  -0.18
N  1.71  -1.82  -0.62  -0.09
H  2.17  -0.96  -2.48  0.07
H  2.87  -0.13  -1.07  0.08
H  1.13  0.09  -1.35  0.08
H  0.88  -2.30  -1.00  0.08
H  2.48  -2.48  -0.68  0.07

## Properties
molar mass	119.17	g/mol
structure (SMILES)	[H]/N=C(/N)[C@H](C)O.CN
gap between HOMO and LUMO	0.36717	Eh

=====

<iii>
# C4H13N3O

A molecular structure, C4H13N3O (ωB97M-V with the def2-TZVPD basis set, the Open Molecules 2025 dataset).

Last column: Löwdin charge in e.
Atoms and positions in Å:
C  -0.18  0.84  -0.23  -0.17
C  -0.30  -0.45  -0.80  -0.07
C  -3.03  0.17  -0.53  -0.26
C  2.58  -0.21  -0.45  -0.17
N  1.39  -0.91  -0.04  -0.26
N  1.30  -1.09  1.36  -0.04
N  -0.43  1.15  1.05  0.15
O  -1.95  0.51  -1.35  -0.31
H  0.26  1.62  -0.83  0.15
H  1.86  -0.43  1.88  0.06
H  1.59  -2.03  1.61  0.07
H  -0.69  0.41  1.68  0.11
H  -0.26  2.09  1.38  0.12
H  -0.82  -1.26  -0.31  0.11
H  0.00  -0.59  -1.83  0.11
H  -3.19  -0.92  -0.45  0.07
H  -2.92  0.56  0.50  0.06
H  -3.96  0.61  -0.93  0.07
H  2.51  0.04  -1.51  0.07
H  2.77  0.73  0.11  0.06
H  3.47  -0.84  -0.33  0.07

## Properties
molar mass	119.17	g/mol
gap between HOMO and LUMO (alpha / beta)	0.28410 / 0.28413	Eh

=====

<iv>
# C4H13N3O

2 unconnected molecules or ions with the total composition C4H13N3O (ωB97M-V with the def2-TZVPD basis set, the Open Molecules 2025 dataset).

Last column: Löwdin charge in e.
Atoms and positions in Å:
H  0.16  -2.44  0.64  0.08
N  -0.35  -1.65  0.26  0.08
C  0.11  -0.49  0.72  -0.44
C  1.11  -0.39  1.84  -0.02
N  -0.75  0.58  0.60  -0.20
C  -1.89  0.53  -0.30  -0.04
N  -0.21  1.84  0.89  0.07
H  1.78  0.44  1.66  0.07
H  0.59  -0.20  2.78  0.09
H  1.69  -1.31  1.92  0.08
H  -1.63  0.87  -1.31  0.09
H  -2.27  -0.49  -0.34  0.08
H  -2.68  1.19  0.09  0.08
H  -0.01  2.35  0.02  0.09
H  -0.88  2.39  1.41  0.09
C  1.11  -0.30  -2.00  -0.28
O  0.21  -1.29  -2.20  -0.23
H  0.68  0.72  -2.00  0.05
H  1.95  -0.34  -2.70  0.08
H  1.42  -0.33  -0.86  0.08
H  -0.14  -1.66  -1.12  0.08

## Properties
molar mass	119.17	g/mol
structure (SMILES)	[H]/N=C(\C)N(C)N.CO
gap between HOMO and LUMO	0.34573	Eh

=====

Energies relative to the most stable structure are <i> 86.2; <ii> 0.0; <iii> 107.6; <iv> 43.7, reported in kcal/mol.

=====

<i>
# C4H13N3O

2 unconnected molecules or ions with the total composition C4H13N3O (ωB97M-V with the def2-TZVPD basis set, the Open Molecules 2025 dataset).

Last column: Löwdin charge in e.
Atoms and positions in Å:
C  -0.40  -1.25  1.68  -0.02
C  -0.18  0.09  1.80  -0.48
O  0.69  0.62  2.71  0.06
N  -0.64  0.98  0.89  -0.01
C  0.02  2.24  0.64  -0.09
H  -1.29  -1.60  1.20  0.06
H  -0.04  -1.92  2.45  0.05
H  0.89  -0.06  3.37  0.11
H  -0.96  0.50  0.03  0.10
H  0.31  2.68  1.59  0.08
H  -0.67  2.91  0.12  0.08
H  0.92  2.11  0.01  0.07
N  -1.10  -1.17  -2.09  -0.01
C  0.22  -1.22  -1.51  -0.40
N  1.01  -0.01  -1.79  -0.01
H  -1.61  -0.38  -1.71  0.05
H  -1.06  -1.04  -3.10  0.06
H  0.70  -2.13  -1.90  0.10
H  0.07  -1.39  -0.34  0.09
H  1.24  0.06  -2.78  0.06
H  1.88  -0.04  -1.27  0.06

## Properties
molar mass	119.17	g/mol
structure (SMILES)	C=C(O)NC.NCN
gap between HOMO and LUMO	0.31343	Eh

=====

<ii>
# C4H13N3O

A single C4H13N3O molecule (ωB97M-V with the def2-TZVPD basis set, the Open Molecules 2025 dataset).

Last column: Löwdin charge in e.
Atoms and positions in Å:
C  2.51  -0.20  0.39  -0.11
C  1.09  -0.72  0.42  -0.09
N  -0.01  0.47  -0.26  -0.30
N  -0.20  0.48  -1.66  0.07
N  0.32  1.79  0.18  0.07
C  -1.60  0.05  0.49  -0.56
C  -2.06  -1.24  -0.17  -0.06
O  -2.29  1.08  0.40  -0.11
H  2.65  0.60  1.11  0.07
H  2.76  0.16  -0.60  0.07
H  3.19  -1.02  0.65  0.08
H  0.92  -1.51  -0.30  0.09
H  0.81  -1.08  1.42  0.10
H  0.54  1.03  -2.08  0.09
H  -1.09  0.95  -1.83  0.10
H  -0.57  2.30  0.21  0.08
H  0.65  1.73  1.14  0.08
H  -1.02  -0.22  1.45  0.11
H  -2.33  -1.05  -1.21  0.07
H  -2.95  -1.58  0.37  0.08
H  -1.31  -2.03  -0.13  0.06

## Properties
molar mass	119.17	g/mol
structure (SMILES)	CC[N+](N)(N)[C@H](C)[O-]
gap between HOMO and LUMO	0.32967	Eh

=====

Energies relative to the most stable structure are <i> 0.0; <ii> 49.5, reported in kcal/mol.

=====

<i>
# C5H12NSe

A gas-phase ion, C5H12NSe (charge +1) (ωB97M-V with the def2-TZVPD basis set, the Open Molecules 2025 dataset).

Last column: Löwdin charge in e.
Atoms and positions in Å:
C  -0.88  -2.86  -0.62  -0.32
Se  -1.06  -1.64  0.90  1.02
C  0.40  -0.46  0.22  -0.50
C  1.08  0.61  1.04  -0.22
C  0.25  1.87  0.99  -0.14
C  0.02  1.81  -0.58  -0.11
N  -0.30  0.37  -0.85  0.02
H  -0.61  -2.25  -1.42  -0.01
H  -0.15  -3.59  -0.25  0.05
H  -1.84  -3.28  -0.64  0.01
H  1.06  -1.12  -0.22  0.08
H  2.04  0.94  0.71  0.12
H  1.09  0.27  2.05  0.12
H  -0.77  1.79  1.52  0.15
H  0.86  2.77  1.35  0.15
H  -0.90  2.58  -0.75  0.19
H  0.88  2.10  -1.08  0.10
H  -1.27  0.10  -0.65  0.11
H  0.11  -0.02  -1.72  0.19

## Properties
charge	+1
molar mass	165.12	g/mol
structure (SMILES)	C[Se][C@@H]1CCC[NH2+]1
gap between HOMO and LUMO	0.36148	Eh

=====

<ii>
# C5H12NSe

A gas-phase ion, C5H12NSe (charge +1) (ωB97M-V with the def2-TZVPD basis set, the Open Molecules 2025 dataset).

Last column: Löwdin charge in e.
Atoms and positions in Å:
C  2.03  0.10  -0.46  -0.21
C  0.81  0.97  -0.63  0.00
C  1.43  -1.35  -0.42  -0.12
C  -0.41  -0.24  0.93  -0.33
C  -3.05  1.21  0.11  -0.42
N  0.51  -1.46  0.79  -0.01
Se  -2.04  -0.39  -0.22  0.92
H  2.53  0.12  -1.40  0.10
H  2.88  0.49  0.25  0.16
H  0.87  1.99  -0.23  0.09
H  0.20  0.89  -1.48  0.05
H  0.98  -1.39  -1.42  0.14
H  2.10  -2.19  -0.29  0.13
H  -0.17  0.44  1.68  0.05
H  -3.85  1.33  -0.71  0.07
H  -3.39  1.33  1.15  0.04
H  -2.32  1.97  -0.16  0.01
H  -0.14  -2.26  0.83  0.16
H  1.02  -1.56  1.67  0.18

## Properties
charge	+1
molar mass	165.12	g/mol
gap between HOMO and LUMO (alpha / beta)	0.29423 / 0.29420	Eh

=====

Energies relative to the most stable structure are <i> 0.0; <ii> 60.7, reported in kcal/mol.

=====

<i>
# C4H12NO

A gas-phase ion, C4H12NO (charge +1) (ωB97M-V with the def2-TZVPD basis set, the Open Molecules 2025 dataset).

Last column: Löwdin charge in e.
Atoms and positions in Å:
C  -2.20  -0.44  0.42  -0.08
C  -0.73  -0.70  0.77  -0.19
C  0.20  0.23  0.03  -0.28
N  0.33  -0.18  -1.46  0.23
C  1.59  0.46  0.55  -0.22
O  2.30  1.24  -0.39  -0.03
H  -2.59  -0.48  -0.61  0.08
H  -2.38  0.64  0.55  0.09
H  -2.82  -1.11  1.01  0.09
H  -0.57  -0.60  1.83  0.13
H  -0.51  -1.74  0.52  0.13
H  -0.28  1.19  -0.16  0.16
H  0.73  -1.11  -1.60  0.18
H  -0.57  -0.01  -1.91  0.17
H  0.95  0.45  -1.97  0.16
H  1.44  0.88  1.55  0.15
H  2.13  -0.46  0.77  0.14
H  2.98  1.73  0.09  0.12

## Properties
charge	+1
molar mass	90.15	g/mol
structure (SMILES)	CC[C@H]([NH3+])CO
gap between HOMO and LUMO	0.43400	Eh

=====

<ii>
# C4H12NO

3 unconnected molecules or ions with the total composition C4H12NO (ωB97M-V with the def2-TZVPD basis set, the Open Molecules 2025 dataset).

Last column: Löwdin charge in e.
Atoms and positions in Å:
C  1.77  -2.04  -0.85  0.19
O  -1.29  -0.44  1.20  -0.06
C  0.84  -1.12  -0.43  -0.07
C  0.88  0.30  -0.81  -0.20
C  -0.39  0.76  -1.61  -0.04
N  -1.07  2.03  1.95  0.19
H  2.65  -1.71  -1.38  0.10
H  1.66  -3.08  -0.59  0.09
H  -1.90  -1.01  1.73  0.08
H  0.01  -1.41  0.25  0.10
H  1.76  0.50  -1.41  0.13
H  0.89  0.87  0.13  0.12
H  -0.32  1.81  -1.88  0.09
H  -1.25  0.57  -0.96  0.06
H  -0.50  0.16  -2.52  0.09
H  -1.26  1.02  1.75  -0.02
H  -0.57  2.15  2.83  0.07
H  -1.95  2.55  2.04  0.08

## Properties
charge	+1
molar mass	90.15	g/mol
gap between HOMO and LUMO	0.14322	Eh

=====

Energies relative to the most stable structure are <i> 0.0; <ii> 179.2, reported in kcal/mol.

=====

<i>
# C4H12NO

2 unconnected molecules or ions with the total composition C4H12NO (ωB97M-V with the def2-TZVPD basis set, the Open Molecules 2025 dataset).

Last column: Löwdin charge in e.
Atoms and positions in Å:
C  1.97  1.57  -1.66  -0.08
C  0.78  1.08  -0.84  -0.23
C  1.27  0.47  0.44  -0.15
C  -0.59  -1.10  0.89  0.19
N  0.20  -0.18  1.26  0.07
H  2.89  1.56  -1.09  0.08
H  2.12  1.03  -2.58  0.08
H  1.85  2.60  -2.01  0.09
H  0.24  1.98  -0.53  0.12
H  0.10  0.43  -1.38  0.11
H  2.06  -0.27  0.34  0.14
H  1.76  1.19  1.09  0.14
H  -0.74  -1.33  -0.16  0.13
H  -1.11  -1.67  1.65  0.13
H  0.21  0.09  2.25  0.18
H  -4.38  -2.58  -0.01  0.04
H  -4.64  -2.58  1.50  0.05
O  -4.00  -2.30  0.83  -0.08

## Properties
charge	+1
molar mass	90.15	g/mol
gap between HOMO and LUMO	0.35996	Eh

=====

<ii>
# C4H12NO

2 unconnected molecules or ions with the total composition C4H12NO (ωB97M-V with the def2-TZVPD basis set, the Open Molecules 2025 dataset).

Last column: Löwdin charge in e.
Atoms and positions in Å:
C  2.06  0.46  -0.67  -0.12
C  -1.36  -1.27  0.32  -0.03
C  1.51  -0.43  0.35  0.04
C  -0.73  -0.01  -0.11  -0.54
N  -1.07  1.17  0.70  0.22
O  -0.72  0.41  -1.34  0.06
H  1.49  0.44  -1.57  0.07
H  2.10  1.38  -0.17  0.07
H  3.07  0.15  -0.84  0.09
H  -0.93  -1.93  -0.40  0.09
H  -2.46  -1.51  0.27  0.11
H  -1.06  -1.49  1.38  0.12
H  1.28  -1.37  0.08  0.04
H  1.62  -0.18  1.32  0.05
H  -2.06  1.31  0.52  0.16
H  -0.89  1.00  1.73  0.20
H  -0.54  2.02  0.25  0.22
H  -1.32  -0.16  -1.85  0.16

## Properties
charge	+1
molar mass	90.15	g/mol
gap between HOMO and LUMO	0.32546	Eh

=====

Energies relative to the most stable structure are <i> 0.0; <ii> 60.1, reported in kcal/mol.